(w)
The following is a quantum chemistry calculation of a 2-piece molecular cluster, C4H3I overall, from the OMol25 dataset.

Each atom is followed by the atoms it is bonded to, with distances in Å.
Cartesian coordinates (Å):
1 C 1.324 0.855 0.206  C2 1.420, C3 1.463, C4 1.553
2 C 1.613 0.679 -1.173  C1 1.420, C4 1.435
3 C -0.099 0.850 0.548  C1 1.463, C4 1.582, H6 1.114, H7 1.045
4 C 0.374 0.089 -0.755  C1 1.553, C2 1.435, C3 1.582, H8 1.142
5 I 4.948 -0.178 0.278  no bonds
6 H -0.493 0.292 1.428  C3 1.114
7 H -0.510 1.808 0.473  C3 1.045
8 H -0.166 -0.907 -0.899  C4 1.142

Calculated values
- HOMO (spin up / spin down): -9.72 / -8.94 eV
- Orbital gap (spin up / spin down): 8.50 / 6.16 eV
- Spin multiplicity: 1

(x)
The following is a quantum chemistry calculation of an isolated molecule of C4H3I, from the OMol25 dataset.

Each atom is followed by the atoms it is bonded to, with distances in Å.
Cartesian coordinates (Å):
1 C -0.229 2.305 -0.048  C2 1.200, H6 1.060
2 C 0.347 1.255 0.036  C1 1.200, C4 1.369
3 C 0.524 -1.212 0.002  C4 1.319, H7 1.069, H8 1.023
4 C 0.961 0.032 0.035  C2 1.369, C3 1.319, I5 2.410
5 I 3.359 0.269 0.025  C4 2.410
6 H -0.820 3.180 0.039  C1 1.060
7 H 1.030 -2.138 -0.164  C3 1.069
8 H -0.433 -1.511 0.207  C3 1.023

Calculated values
- HOMO: -9.31 eV
- Orbital gap: 8.57 eV
- Spin multiplicity: 1
- Structure (SMILES): C#CC(=C)I

Which of them is the least stable? Correct choice: (w).

(w)
The following is a quantum chemistry calculation of an isolated molecule of C4H3I, from the OMol25 dataset.

Each atom is followed by the atoms it is bonded to, with distances in Å.
Cartesian coordinates (Å):
1 C -0.835 0.356 0.621  C2 1.470, C3 1.441, C4 1.389
2 C -0.735 0.359 -0.846  C1 1.470, C3 1.598, C4 1.551
3 C 0.475 0.712 0.136  C1 1.441, C2 1.598, H6 1.010, H7 1.067
4 C -1.749 -0.472 -0.017  C1 1.389, C2 1.551, I5 2.198, H8 1.128
5 I -3.891 0.019 0.008  C4 2.198
6 H 0.698 1.695 0.075  C3 1.010
7 H 1.226 -0.041 0.049  C3 1.067
8 H -1.918 -1.580 0.107  C4 1.128

Calculated values
- HOMO: -9.18 eV
- Orbital gap: 8.87 eV
- Spin multiplicity: 1
- Structure (SMILES): IC1C2=C1C2

(x)
The following is a quantum chemistry calculation of an isolated molecule of C4H3I, from the OMol25 dataset.

Each atom is followed by the atoms it is bonded to, with distances in Å.
Cartesian coordinates (Å):
1 C 1.180 0.284 0.480  C2 1.749, C3 1.493, C4 1.854
2 C 0.313 0.492 -1.025  C1 1.749, C4 1.364, I5 2.048
3 C -0.147 0.037 1.117  C1 1.493, C4 1.496, H6 1.089, H7 1.085
4 C -0.342 -0.448 -0.285  C1 1.854, C2 1.364, C3 1.496, H8 1.080
5 I 0.637 0.839 -3.017  C2 2.048
6 H -0.157 -0.688 1.928  C3 1.089
7 H -0.754 0.902 1.363  C3 1.085
8 H -0.730 -1.418 -0.562  C4 1.080

Calculated values
- HOMO: -8.71 eV
- Orbital gap: 8.64 eV
- Spin multiplicity: 1
- Structure (SMILES): IC1=C2C[C@@H]12

Which of them is the least stable? Correct choice: (w).

(w)
The following is a quantum chemistry calculation of a 2-piece molecular cluster, CH5OS overall, from the OMol25 dataset.

Each atom is followed by the atoms it is bonded to, with distances in Å.
Cartesian coordinates (Å):
1 O 1.862 1.714 -0.588  H2 0.974, H8 0.961
2 H 2.708 1.385 -0.943  O1 0.974
3 C -1.308 -0.794 0.295  S4 1.848, H5 1.096, H6 1.093, H7 1.101
4 S 0.250 -1.061 1.251  C3 1.848
5 H -1.311 0.259 -0.009  C3 1.096
6 H -2.166 -1.048 0.921  C3 1.093
7 H -1.497 -1.349 -0.637  C3 1.101
8 H 1.461 0.893 -0.291  O1 0.961

Calculated values
- HOMO: -2.31 eV
- Orbital gap: 6.51 eV
- Spin multiplicity: 1
- Charge: -1

(x)
The following is a quantum chemistry calculation of a 2-piece molecular cluster, CH5OS overall, from the OMol25 dataset.

Each atom is followed by the atoms it is bonded to, with distances in Å.
Cartesian coordinates (Å):
1 C 0.357 1.379 0.345  S2 1.794, H3 1.093, H4 1.079, H5 1.120
2 S 0.802 -0.270 0.893  C1 1.794
3 H -0.376 1.309 -0.462  C1 1.093
4 H -0.082 2.019 1.096  C1 1.079
5 H 1.268 1.891 -0.055  C1 1.120
6 H -1.459 -1.940 -0.401  O8 0.953
7 H 0.163 -2.310 -0.495  O8 0.968
8 O -0.673 -2.077 -0.923  H6 0.953, H7 0.968

Calculated values
- HOMO: -1.92 eV
- Orbital gap: 6.31 eV
- Spin multiplicity: 1
- Charge: -1

Which of them is the least stable? Correct choice: (x).

(w)
The following is a quantum chemistry calculation of an isolated molecule of C4H10O, from the OMol25 dataset.

Each atom is followed by the atoms it is bonded to, with distances in Å.
Cartesian coordinates (Å):
1 C -1.991 0.573 -0.096  O2 1.404, H6 1.094, H7 1.102, H8 1.104
2 O -0.663 0.788 -0.498  C1 1.404, C3 1.421
3 C 0.225 -0.275 -0.183  O2 1.421, C4 1.520, C5 1.529, H9 1.105
4 C 1.399 -0.127 -1.138  C3 1.520, H10 1.096, H11 1.094, H12 1.095
5 C 0.683 -0.212 1.275  C3 1.529, H13 1.097, H14 1.096, H15 1.097
6 H -2.537 1.498 -0.303  C1 1.094
7 H -2.076 0.347 0.978  C1 1.102
8 H -2.461 -0.251 -0.661  C1 1.104
9 H -0.285 -1.240 -0.357  C3 1.105
10 H 1.887 0.837 -0.956  C4 1.096
11 H 1.049 -0.144 -2.174  C4 1.094
12 H 2.136 -0.923 -0.994  C4 1.095
13 H 1.446 -0.976 1.466  C5 1.097
14 H -0.142 -0.381 1.977  C5 1.096
15 H 1.118 0.773 1.480  C5 1.097

Calculated values
- HOMO: -9.73 eV
- Orbital gap: 10.89 eV
- Spin multiplicity: 1
- Structure (SMILES): COC(C)C

(x)
The following is a quantum chemistry calculation of a 3-piece molecular cluster, C4H10O overall, from the OMol25 dataset.

Each atom is followed by the atoms it is bonded to, with distances in Å.
Cartesian coordinates (Å):
1 C -0.464 0.893 1.814  C2 1.329, H7 1.088, H8 1.088
2 C 0.748 0.367 1.671  C1 1.329, H9 1.088, H10 1.088
3 C -0.112 -0.441 -1.326  C4 1.504, O5 1.210, H11 1.111
4 C 1.284 -0.048 -1.723  C3 1.504, H12 1.095, H13 1.092, H14 1.097
5 O -0.417 -1.544 -0.933  C3 1.210
6 H -3.098 -1.004 0.398  H15 0.747
7 H -0.610 1.947 2.042  C1 1.088
8 H -1.360 0.285 1.716  C1 1.088
9 H 1.650 0.967 1.772  C2 1.088
10 H 0.882 -0.688 1.444  C2 1.088
11 H -0.881 0.354 -1.423  C3 1.111
12 H 1.555 0.903 -1.253  C4 1.095
13 H 1.989 -0.831 -1.434  C4 1.092
14 H 1.326 0.097 -2.810  C4 1.097
15 H -2.490 -1.256 0.045  H6 0.747

Calculated values
- HOMO: -9.96 eV
- Orbital gap: 11.09 eV
- Spin multiplicity: 1
- Structure (SMILES): [H][H].CC=O.C=C

(y)
The following is a quantum chemistry calculation of an isolated molecule of C4H10O, from the OMol25 dataset.

Each atom is followed by the atoms it is bonded to, with distances in Å.
Cartesian coordinates (Å):
1 C 2.263 0.601 0.282  C2 1.527, H6 1.097, H7 1.097, H8 1.094
2 C 1.196 -0.439 -0.054  C1 1.527, O3 1.420, H9 1.095, H10 1.107
3 O 0.064 0.224 -0.598  C2 1.420, C4 1.419
4 C -1.177 -0.464 -0.571  O3 1.419, C5 1.533, H11 1.100, H12 1.102
5 C -2.242 0.274 0.247  C4 1.533, H13 1.097, H14 1.095, H15 1.096
6 H 3.142 0.140 0.749  C1 1.097
7 H 1.893 1.367 0.975  C1 1.097
8 H 2.561 1.097 -0.646  C1 1.094
9 H 1.556 -1.117 -0.835  C2 1.095
10 H 0.926 -1.009 0.855  C2 1.107
11 H -1.036 -1.475 -0.162  C4 1.100
12 H -1.540 -0.579 -1.605  C4 1.102
13 H -3.207 -0.243 0.169  C5 1.097
14 H -2.410 1.293 -0.117  C5 1.095
15 H -1.989 0.329 1.312  C5 1.096

Calculated values
- HOMO: -9.58 eV
- Orbital gap: 10.77 eV
- Spin multiplicity: 1
- Structure (SMILES): CCOCC

(z)
The following is a quantum chemistry calculation of a 2-piece molecular cluster, C4H10O overall, from the OMol25 dataset.

Each atom is followed by the atoms it is bonded to, with distances in Å.
Cartesian coordinates (Å):
1 C 0.527 -0.639 1.746  C2 1.516, H6 1.114, H7 1.079, H8 1.077
2 C -0.526 -0.212 0.744  C1 1.516, C3 1.494, H9 1.129, H10 1.151
3 C -0.070 0.751 -0.304  C2 1.494, C4 1.547, H11 1.181, H15 1.200
4 C -0.594 0.699 -1.758  C3 1.547, H12 1.099, H13 1.064, H14 1.091
5 O 1.150 -1.441 -0.875  no bonds
6 H 1.293 -0.996 1.020  C1 1.114
7 H 0.268 -1.448 2.412  C1 1.079
8 H 1.020 0.158 2.275  C1 1.077
9 H -0.760 -1.107 0.097  C2 1.129
10 H -1.424 0.231 1.311  C2 1.151
11 H -0.007 1.871 0.064  C3 1.181
12 H -1.650 0.413 -1.871  C4 1.099
13 H -0.354 1.473 -2.448  C4 1.064
14 H 0.058 -0.146 -1.984  C4 1.091
15 H 1.069 0.394 -0.429  C3 1.200

Calculated values
- HOMO: -10.81 eV
- Orbital gap: 7.37 eV
- Spin multiplicity: 1

Which of them is the least stable? Correct choice: (z).